--- one ---
The following is a quantum chemistry calculation of 2 unconnected molecules or ions with the total composition C5H13N2O, from the OMol25 dataset.

Computed properties:
frontier orbital gap = 10.35 eV
total charge = +1
molecular weight = 117.2 g/mol

Last column: Mulliken charge in e.
Atoms and positions in Å:
C1 0.33484 1.38350 -1.29567  0.17
C2 1.12066 1.28719 -2.49141  -0.99
C3 -0.30886 1.03606 1.73936  -1.27
C4 0.66490 -2.19798 0.74033  -0.68
C5 -0.89527 0.41605 0.42569  0.78
N1 -0.13970 0.37296 -0.64619  -0.26
N2 -0.63533 -1.63010 0.93700  -0.47
O1 -2.23463 0.29156 0.33207  -0.47
H1 0.04520 2.37587 -0.95373  0.35
H2 2.08850 1.99718 -2.56365  0.32
H3 0.59010 1.48608 -3.43156  0.29
H4 1.52556 0.17789 -2.48497  0.22
H5 0.70414 0.73536 1.93994  0.37
H6 -0.33922 2.12576 1.51074  0.42
H7 -0.95976 0.89977 2.57444  0.41
H8 1.45131 -1.72451 1.38988  0.29
H9 0.71194 -3.32207 0.64551  0.34
H10 1.13814 -1.75085 -0.28198  0.15
H11 -1.36846 -2.26575 0.44774  0.30
H12 -0.87761 -1.62864 1.99502  0.33
H13 -2.61643 -0.06532 -0.52856  0.41


--- two ---
The following is a quantum chemistry calculation of a gas-phase ion, C5H13N2O (charge +1), from the OMol25 dataset.

Computed properties:
structure (SMILES) = C=C(N)C[C@H]([NH3+])CO
frontier orbital gap = 10.42 eV
total charge = +1
molecular weight = 117.2 g/mol

Last column: Mulliken charge in e.
Atoms and positions in Å:
C1 0.66684 -2.36745 -1.46196  -1.06
C2 0.11837 -1.18484 -1.24185  0.57
N1 -1.25667 -0.85129 -1.54154  -0.50
C3 0.80958 -0.14374 -0.35046  -0.99
C4 -0.27172 0.29905 0.76382  -0.12
N2 -1.01755 1.49161 0.19837  -0.23
C5 0.48872 0.80203 2.01536  -0.69
O1 0.79684 2.19512 1.92858  -0.58
H1 0.28628 -3.20344 -2.02631  0.32
H2 1.69926 -2.49783 -1.14267  0.25
H3 -1.88163 -1.60137 -1.25852  0.25
H4 -1.38527 -0.79933 -2.54885  0.29
H5 1.74092 -0.52180 0.05165  0.44
H6 0.90504 0.82134 -0.87432  0.37
H7 -0.96981 -0.53106 0.84443  0.54
H8 -0.51694 2.33233 0.53727  0.37
H9 -1.98825 1.44317 0.49858  0.34
H10 -0.95143 1.49072 -0.81855  0.32
H11 1.30092 0.08692 2.18289  0.35
H12 -0.13647 0.59979 2.89533  0.41
H13 1.56298 2.14007 1.34874  0.36


It is two that is most stable; the runner-up trails by 0.940 eV.


--- one ---
The following is a quantum chemistry calculation of 3 unconnected molecules or ions with the total composition C5H13N2O, from the OMol25 dataset.

Computed properties:
frontier orbital gap = 4.31 eV
total charge = +1
molecular weight = 117.2 g/mol

Last column: Mulliken charge in e.
Atoms and positions in Å:
N1 0.13098 0.61631 -2.81662  -0.57
C1 1.41656 -0.69760 0.58250  0.51
C2 2.61541 -1.55139 0.84869  -1.18
C3 1.07462 0.36251 1.39432  -0.93
N2 -1.45738 1.43255 -0.02487  -0.28
C4 -2.09107 0.54455 1.01120  -0.53
C5 -2.01175 -0.28598 -0.23402  0.28
O1 -1.33981 -1.34044 -0.04093  -0.32
H1 -0.46140 0.99040 -2.04750  0.16
H2 0.57456 1.45150 -3.22812  0.27
H3 -0.43942 0.16064 -3.43025  0.24
H4 1.08143 -0.92536 -0.49749  0.29
H5 2.92823 -1.38227 1.93410  0.31
H6 2.45459 -2.59084 0.76780  0.35
H7 3.49143 -1.32327 0.15391  0.28
H8 1.18450 0.34660 2.48826  0.30
H9 0.42600 1.00105 0.89342  0.51
H10 -2.19613 2.11779 -0.05320  0.28
H11 -3.05478 0.88322 1.41592  0.35
H12 -1.55026 0.33947 1.93015  0.28
H13 -2.77633 -0.14942 -1.04728  0.40


--- two ---
The following is a quantum chemistry calculation of a gas-phase ion, C5H13N2O (charge +1), from the OMol25 dataset.

Computed properties:
structure (SMILES) = C[C@H]([NH3+])CCC(N)=O
frontier orbital gap = 10.94 eV
total charge = +1
molecular weight = 117.2 g/mol

Last column: Mulliken charge in e.
Atoms and positions in Å:
C1 -0.63581 1.75650 1.89875  -1.66
C2 -0.37666 0.44114 1.20380  0.28
N1 1.04592 0.07671 1.38950  -0.18
C3 -0.84031 0.40435 -0.26071  -0.71
C4 0.10497 -0.03423 -1.39481  -0.92
C5 0.31297 -1.53977 -1.45567  0.66
N2 0.25040 -2.14597 -2.64819  -0.37
O1 0.54507 -2.14468 -0.41648  -0.70
H1 -1.62384 2.14078 1.64854  0.39
H2 0.04753 2.54895 1.61746  0.44
H3 -0.59891 1.68815 2.97051  0.45
H4 -0.92288 -0.30064 1.76887  0.32
H5 1.27030 -0.04964 2.37583  0.40
H6 1.17541 -0.82161 0.89892  0.26
H7 1.65004 0.83856 1.06214  0.38
H8 -1.69170 -0.28310 -0.27050  0.28
H9 -1.21953 1.38139 -0.59721  0.49
H10 -0.24939 0.43656 -2.32151  0.39
H11 1.11376 0.39045 -1.25405  0.34
H12 0.37852 -3.14389 -2.70686  0.25
H13 0.26413 -1.64003 -3.50831  0.22


It is two that is most stable; the runner-up trails by 10.195 eV.


--- one ---
The following is a quantum chemistry calculation of a gas-phase ion, C5H13N2O (charge +1), from the OMol25 dataset.

Computed properties:
structure (SMILES) = N[C@H](CO)C/C=C/[NH3+]
frontier orbital gap = 8.93 eV
total charge = +1
molecular weight = 117.2 g/mol

Last column: Mulliken charge in e.
Atoms and positions in Å:
N1 0.86965 1.63949 1.63123  -0.65
C1 1.27041 1.02324 0.38435  0.48
C2 0.60783 1.75790 -0.81408  -0.75
O1 -0.08860 0.86591 -1.72491  -0.57
C3 1.04853 -0.52685 0.62557  -1.19
C4 0.08863 -1.35665 -0.27915  -0.22
C5 -1.09105 -1.38063 0.27104  -0.49
N2 -2.32633 -2.00979 -0.31777  -0.21
H1 -0.02194 2.00744 1.55311  0.19
H2 1.56388 2.33528 1.81491  0.24
H3 2.50039 1.16867 0.35384  0.42
H4 -0.11516 2.52998 -0.58827  0.39
H5 1.34078 2.22724 -1.41894  0.27
H6 0.49815 0.21903 -2.13542  0.34
H7 0.66221 -0.55803 1.73598  0.30
H8 1.97698 -0.98430 0.64483  0.47
H9 0.27707 -1.82477 -1.17412  0.61
H10 -1.43303 -0.76564 1.05348  0.27
H11 -2.17969 -2.99811 -0.54623  0.38
H12 -3.15537 -1.77389 0.16196  0.34
H13 -2.29332 -1.59552 -1.23142  0.37


--- two ---
The following is a quantum chemistry calculation of a gas-phase ion, C5H13N2O (charge +1), from the OMol25 dataset.

Computed properties:
structure (SMILES) = N/C=[NH+]\CCCCO
frontier orbital gap = 10.23 eV
total charge = +1
molecular weight = 117.2 g/mol

Last column: Mulliken charge in e.
Atoms and positions in Å:
N1 -0.91511 1.68152 0.69251  -0.22
C1 -0.93598 1.06318 1.82128  -0.10
N2 0.15761 0.35684 2.27896  -0.10
C2 0.90568 -0.34156 1.23061  -1.02
C3 -0.00315 -1.13082 0.22075  -0.23
C4 0.77391 -1.07782 -1.06432  -0.67
C5 0.15585 -0.38321 -2.23518  -0.54
O1 -0.51611 0.92129 -1.94253  -0.58
H1 -1.70790 1.83516 0.01797  0.27
H2 0.00242 1.79477 0.14096  0.30
H3 -1.67753 1.07644 2.60308  0.39
H4 0.28258 0.11836 3.21621  0.26
H5 1.50935 0.51205 0.74195  0.34
H6 1.73037 -0.98393 1.63480  0.43
H7 -1.03667 -0.76726 0.08393  0.38
H8 -0.28479 -2.14922 0.65265  0.40
H9 1.79321 -0.66826 -0.88724  0.41
H10 0.93968 -2.07209 -1.37196  0.32
H11 0.92824 -0.08736 -2.98482  0.26
H12 -0.69085 -0.86844 -2.61630  0.39
H13 -1.41080 1.17036 -2.23331  0.31


--- three ---
The following is a quantum chemistry calculation of a gas-phase ion, C5H13N2O (charge +1), from the OMol25 dataset.

Computed properties:
structure (SMILES) = C[C@H]([NH3+])CCC(N)=O
frontier orbital gap = 10.26 eV
total charge = +1
molecular weight = 117.2 g/mol

Last column: Mulliken charge in e.
Atoms and positions in Å:
C1 2.24000 0.33012 1.15940  -1.49
C2 0.79754 0.38578 0.66827  0.32
N1 -0.08475 0.67276 1.89117  -0.30
C3 0.35856 -0.91107 0.04148  -1.11
C4 -0.96568 -0.91572 -0.76383  -0.75
C5 -1.20144 0.31324 -1.62248  0.65
N2 -1.96714 0.10404 -2.71005  -0.39
O1 -0.80266 1.42288 -1.32412  -0.65
H1 2.95368 0.60987 0.38731  0.36
H2 2.54107 -0.67993 1.40783  0.35
H3 2.42947 0.95272 2.02429  0.42
H4 0.65048 1.25246 0.04737  0.50
H5 0.29010 1.47078 2.38597  0.36
H6 -0.98487 0.93257 1.51454  0.35
H7 -0.26933 -0.18045 2.41089  0.34
H8 1.17437 -1.34449 -0.53123  0.47
H9 0.20276 -1.67937 0.79624  0.38
H10 -0.93723 -1.79654 -1.40082  0.38
H11 -1.84216 -1.06376 -0.13196  0.35
H12 -2.19099 0.89386 -3.28213  0.26
H13 -2.39179 -0.76975 -2.96815  0.19


It is three that is most stable; the runner-up trails by 2.454 eV.


--- one ---
The following is a quantum chemistry calculation of 2 unconnected molecules or ions with the total composition C5H13N2O, from the OMol25 dataset.

Computed properties:
frontier orbital gap = 10.14 eV
total charge = +1
molecular weight = 117.2 g/mol

Last column: Mulliken charge in e.
Atoms and positions in Å:
C1 -2.60250 0.86812 -0.51386  -0.86
N1 0.71931 1.91428 -1.67682  -0.21
C2 -0.57825 1.80708 -1.49952  0.32
N2 -1.15241 0.94768 -0.71361  -0.04
H1 -2.96228 -0.09169 -0.86521  0.32
H2 -3.08404 1.66437 -1.06929  0.35
H3 -2.81608 0.96451 0.55067  0.31
H4 1.37203 1.27960 -1.23724  0.15
H5 1.08116 2.57203 -2.34454  0.25
H6 -1.20379 2.51121 -2.03870  0.32
H7 -0.58330 0.28715 -0.19813  0.05
C3 0.30724 -1.82823 1.21126  -0.09
O1 0.27097 -1.89131 2.62748  -0.52
C4 1.41856 -0.87037 0.85121  -0.07
C5 2.05703 -0.91092 -0.30896  -1.13
H8 -0.68182 -1.50270 0.84327  0.11
H9 0.50519 -2.81666 0.78340  0.31
H10 -0.48324 -2.43357 2.90134  0.31
H11 1.68056 -0.18997 1.65240  0.34
H12 2.92583 -0.28613 -0.52718  0.54
H13 1.79044 -1.63946 -1.06626  0.25


--- two ---
The following is a quantum chemistry calculation of a gas-phase ion, C5H13N2O (charge +1), from the OMol25 dataset.

Computed properties:
structure (SMILES) = N/C=C/C[C@@H]([NH3+])CO
frontier orbital gap = 8.35 eV
total charge = +1
molecular weight = 117.2 g/mol

Last column: Mulliken charge in e.
Atoms and positions in Å:
N1 -2.02456 -0.50196 -3.07494  -0.49
C1 -1.14429 0.18726 -2.20397  -0.04
C2 -1.26074 0.14477 -0.87705  -0.57
C3 -0.52350 0.97903 0.09404  -0.82
C4 0.66658 0.16724 0.57698  0.25
N2 1.73288 1.23365 1.02776  -0.36
C5 0.37055 -0.86679 1.74263  -0.72
O1 1.58668 -1.29878 2.29952  -0.53
H1 -2.73463 -1.06853 -2.63848  0.23
H2 -1.62494 -0.95314 -3.94563  0.24
H3 -0.35859 0.79246 -2.74021  0.28
H4 -1.95547 -0.51508 -0.32880  0.25
H5 -0.05619 1.90044 -0.47349  0.29
H6 -0.95917 1.55492 0.91851  0.44
H7 1.15619 -0.35253 -0.35300  0.26
H8 1.54392 1.42367 2.00242  0.37
H9 1.78437 2.15538 0.55195  0.38
H10 2.73443 0.92065 0.99481  0.37
H11 -0.22242 -1.60634 1.29605  0.48
H12 -0.28494 -0.36082 2.55133  0.31
H13 1.67411 -2.29168 2.10284  0.39


--- three ---
The following is a quantum chemistry calculation of 2 unconnected molecules or ions with the total composition C5H13N2O, from the OMol25 dataset.

Computed properties:
frontier orbital gap = 9.79 eV
total charge = +1
molecular weight = 117.2 g/mol

Last column: Mulliken charge in e.
Atoms and positions in Å:
C1 -2.13608 -0.62727 1.02443  -0.55
C2 -0.68479 -0.50450 1.51148  -0.52
C3 0.29516 0.08834 0.57992  -0.53
C4 1.60799 -0.04037 0.49698  -0.55
N1 2.32179 0.71915 -0.46297  -0.32
C5 3.50233 1.06062 -0.18858  -0.25
N2 -2.25310 -0.48267 -0.56014  -0.24
H1 -2.58681 -1.59023 1.22158  0.34
H2 -2.68103 0.21247 1.42378  0.30
H3 -0.74841 -0.03027 2.50634  0.35
H4 -0.30258 -1.53556 1.59166  0.34
H5 -0.09452 0.90341 -0.03688  0.71
H6 2.22163 -0.82232 0.98106  0.41
H7 4.08120 0.71091 0.67769  0.23
H8 4.03233 1.81473 -0.77327  0.26
H9 -2.75417 0.38013 -0.76069  0.36
H10 -2.78287 -1.28316 -0.89202  0.37
H11 -1.32265 -0.41907 -1.00844  0.34
H12 -0.23785 0.64318 -3.12371  0.30
H13 0.73618 0.40513 -2.00561  0.34
O1 -0.21374 0.39733 -2.20258  -0.67


It is one that is most stable; the runner-up trails by 0.689 eV.


--- one ---
The following is a quantum chemistry calculation of 2 unconnected molecules or ions with the total composition C2H10NOS, from the OMol25 dataset.

Computed properties:
frontier orbital gap = 9.53 eV
total charge = +1
molecular weight = 96.2 g/mol

Last column: Mulliken charge in e.
Atoms and positions in Å:
C1 0.27508 0.04086 1.24936  -0.43
C2 -0.56658 0.71433 0.15224  -0.72
S1 0.52390 1.46953 -1.13417  -0.16
N1 1.15042 -1.00491 0.63416  -0.29
H1 -0.34196 -0.27647 2.11471  0.27
H2 0.78147 0.92515 1.66126  0.34
H3 -1.45662 1.19278 0.56682  0.47
H4 -1.05728 -0.07690 -0.44427  0.28
H5 -0.40431 2.20638 -1.67205  0.17
H6 0.90639 -1.95504 0.90371  0.36
H7 2.16425 -0.95538 0.49564  0.35
H8 0.81081 -1.05547 -0.35243  0.36
H9 -2.15466 -2.09151 -0.49222  0.30
H10 -1.64735 -2.59502 1.00388  0.30
O1 -1.52365 -2.05369 0.22225  -0.59


--- two ---
The following is a quantum chemistry calculation of 2 unconnected molecules or ions with the total composition C2H10NOS, from the OMol25 dataset.

Computed properties:
frontier orbital gap = 9.37 eV
total charge = +1
molecular weight = 96.2 g/mol

Last column: Mulliken charge in e.
Atoms and positions in Å:
C1 0.68187 -0.07839 0.64433  -0.50
C2 -0.30573 0.65735 1.49292  -0.56
S1 -1.15118 1.66289 0.16901  -0.16
N1 0.45777 -1.65632 0.93892  -0.43
H1 1.71225 0.21337 0.81603  0.33
H2 0.63836 -0.01286 -0.47049  0.40
H3 0.06629 1.40309 2.21434  0.36
H4 -0.85141 -0.01234 2.12957  0.35
H5 -1.59772 2.54629 0.92069  0.14
H6 0.32393 -2.13558 0.00666  0.37
H7 -0.47405 -1.77096 1.44154  0.39
H8 1.32411 -1.93166 1.37772  0.33
H9 0.33510 0.01828 -4.25588  0.34
H10 -0.64675 0.98950 -3.73082  0.30
O1 -0.51284 0.10733 -3.69452  -0.64


It is one that is most stable; the runner-up trails by 0.603 eV.


--- one ---
The following is a quantum chemistry calculation of 2 unconnected molecules or ions with the total composition C5H12, from the OMol25 dataset.

Computed properties:
structure (SMILES) = C=C.CCC
frontier orbital gap = 10.69 eV
total charge = 0
molecular weight = 72.2 g/mol

Last column: Mulliken charge in e.
Atoms and positions in Å:
C1 2.06305 -2.18065 2.40023  -0.46
C2 2.86428 -3.13126 1.90960  -0.44
H1 0.99340 -2.35609 2.41487  0.21
H2 2.35102 -1.14696 2.60167  0.23
H3 2.74679 -4.17251 2.20496  0.22
H4 3.83068 -2.92752 1.47761  0.24
C3 -1.56253 1.64604 -2.61300  -1.16
C4 -2.01802 1.96036 -1.17302  -0.15
C5 -1.05206 1.34450 -0.17253  -1.08
H5 -0.56055 2.07792 -2.66987  0.33
H6 -2.32354 1.92520 -3.33836  0.32
H7 -1.38061 0.57947 -2.79063  0.30
H8 -3.02539 1.55548 -1.04071  0.29
H9 -2.03066 3.04349 -1.10088  0.25
H10 -0.04972 1.39473 -0.62882  0.28
H11 -1.10573 1.82126 0.77781  0.32
H12 -1.14740 0.25238 -0.08756  0.30


--- two ---
The following is a quantum chemistry calculation of 2 unconnected molecules or ions with the total composition C5H12, from the OMol25 dataset.

Computed properties:
frontier orbital gap = 8.70 eV
total charge = 0
molecular weight = 72.2 g/mol

Last column: Mulliken charge in e.
Atoms and positions in Å:
C1 -1.40684 0.09132 1.49868  -1.17
C2 -0.80369 0.99564 0.42802  -0.21
C3 -0.66815 0.43441 -0.92721  -0.36
C4 1.34448 -1.87887 0.08004  -1.07
C5 0.34791 1.15563 -1.73356  -0.72
H1 -0.66168 -0.63304 1.84645  0.29
H2 -1.74721 0.66691 2.36645  0.37
H3 -2.25112 -0.46848 1.08551  0.30
H4 0.06648 1.56533 0.80340  0.31
H5 -1.54668 1.77678 0.14386  0.31
H6 0.39544 -1.60091 -0.39289  0.22
H7 2.05053 -2.20623 -0.68801  0.31
H8 1.76201 -1.01974 0.61498  0.25
H9 1.17083 -2.69512 0.78549  0.31
H10 0.79776 2.06835 -1.30710  0.31
H11 1.15069 0.40811 -1.84831  0.21
H12 -0.00074 1.33991 -2.75580  0.35


It is one that is most stable; the runner-up trails by 1.718 eV.